No. 1
46
Properties=species:S:1:pos:R:3:lowdin_charge:R:1 method="wB97M-V/def2-TZVPD" spin_multiplicity=1 e_homo_ha=-0.39204 energy_ha=-2615.57796
O -0.9164 -0.9012 2.8492 0.20
C -0.8779 -0.3785 1.7935 -0.61
O 0.2022 0.4245 1.4786 0.11
F 0.4783 0.2571 0.1073 -0.01
N -1.8795 -0.4184 0.7589 -0.50
S -2.2356 -2.0319 0.2869 0.91
S -3.2404 0.5416 1.1212 0.57
O -4.2711 -0.2554 1.6654 -0.25
O -3.4523 1.4283 0.0493 -0.20
F -2.6143 1.3753 2.2818 -0.11
H -2.6640 -2.5474 1.4520 -0.08
C 4.1937 1.2686 0.3307 0.04
N 4.3941 0.0398 -0.4864 -0.45
O 5.4227 -0.0771 -1.1132 0.08
O 3.4904 -0.7750 -0.4728 0.04
H 5.0662 1.9011 0.2225 0.08
H 3.2942 1.7537 -0.0328 0.08
H 4.0507 0.9474 1.3580 0.11
C 1.2370 -5.6776 -1.0113 0.06
N 0.1257 -5.0211 -0.2686 -0.44
O 0.0650 -5.1669 0.9322 0.07
O -0.6611 -4.3722 -0.9297 0.00
H 1.8501 -6.2106 -0.2953 0.10
H 0.7823 -6.3431 -1.7386 0.11
H 1.7910 -4.8990 -1.5277 0.08
C 1.2901 -1.9276 -2.8607 0.04
N 1.1473 -2.8209 -4.0406 -0.44
O 1.6695 -3.9169 -3.9840 0.05
O 0.5135 -2.3969 -4.9809 0.07
H 1.8864 -2.4367 -2.1140 0.08
H 1.7772 -1.0158 -3.1920 0.10
H 0.2901 -1.7118 -2.4957 0.10
C -6.4584 1.6156 3.0187 0.04
N -7.7094 2.3517 2.6804 -0.45
O -8.2932 2.0415 1.6651 0.07
O -8.0587 3.2187 3.4541 0.06
H -6.2783 0.8753 2.2507 0.07
H -5.6619 2.3516 3.0779 0.10
H -6.6161 1.1537 3.9887 0.10
C 3.6423 5.8728 -1.1624 0.05
N 4.1028 4.7957 -0.2440 -0.44
O 5.2938 4.6026 -0.1377 0.08
O 3.2429 4.1702 0.3447 0.05
H 4.5165 6.3311 -1.6075 0.10
H 3.0025 5.4072 -1.9057 0.10
H 3.0703 6.5771 -0.5664 0.10

=====

No. 2
25
Properties=species:S:1:pos:R:3:lowdin_charge:R:1 method="wB97M-V/def2-TZVPD" spin_multiplicity=1 e_homo_ha="-0.77265 / -0.77278" total_charge=+4 energy_ha=-1968.14883
Bi -0.0335 -1.1716 -5.6111 1.66
In -0.4728 -0.5269 -0.6419 0.90
Cl -1.1154 1.0218 -5.0926 0.11
Cl 1.8625 -0.8338 -1.2552 0.09
C -1.1532 -2.2778 0.8496 0.06
C -0.1065 0.1403 -7.6421 -0.15
C 0.3367 -2.8464 -7.8311 -0.02
O -0.8131 -2.8315 1.8207 0.21
O -0.9641 0.3260 -8.4202 0.21
O 0.5076 -3.4830 -8.7860 0.21
C 2.3803 0.9101 3.9837 0.04
C 1.0800 0.7487 3.2793 -0.17
C -0.2376 1.1906 3.4708 0.14
C -0.9775 0.8143 2.3240 -0.29
N -0.1476 0.1338 1.5134 -0.10
N 1.0530 0.0657 2.1280 0.07
C -2.3830 1.0397 1.9094 0.01
H 2.6745 1.9768 3.9739 0.13
H 2.2870 0.6392 5.0473 0.12
H 3.2420 0.3014 3.6260 0.12
H -0.6442 1.6312 4.3617 0.15
H 1.8873 -0.2907 1.6523 0.16
H -3.0415 0.8422 2.7857 0.14
H -2.4789 2.0654 1.4995 0.12
H -2.7421 0.4142 1.0550 0.07

=====

No. 3
44
Properties=species:S:1:pos:R:3:lowdin_charge:R:1 method="wB97M-V/def2-TZVPD" e_above_lowest_kcal_mol=34.0 spin_multiplicity=4 e_homo_ha="-0.23301 / -0.27702" energy_ha=-2625.20296
H 0.7358 3.0121 0.2304 0.06
N 0.3634 1.5914 -1.2736 -0.09
B 0.0062 0.3073 -3.4088 -0.48
N 0.3737 1.6240 -2.6664 0.01
C 0.7431 2.8518 -3.0690 -0.06
Co 0.2968 0.0159 -0.3294 0.19
H 0.8396 3.0635 -4.1210 0.12
C 0.9451 3.6509 -1.9404 -0.05
H 1.2474 4.6772 -1.8945 0.09
C 0.6772 2.8359 -0.8343 -0.13
H 0.0835 0.4656 -4.5814 0.11
C -0.5845 -1.4394 1.0085 -0.24
H -0.6001 -1.5095 2.0873 -0.02
H -0.0226 -2.3119 0.6430 0.01
H -1.5769 -1.5299 0.5444 -0.02
N -1.4412 -0.0847 -2.9825 -0.03
N 1.0095 -0.7929 -2.9505 0.02
N -1.6663 -0.2230 -1.6372 0.02
N 1.0987 -1.0331 -1.5831 -0.07
C -2.6036 -0.2614 -3.6570 -0.08
C 1.9063 -1.5682 -3.5824 -0.05
H -2.5984 -0.1519 -4.7544 0.13
H 2.0104 -1.4911 -4.6533 0.12
C -3.6049 -0.5467 -2.7282 -0.07
C 2.5612 -2.3612 -2.6340 -0.05
C -2.9531 -0.5147 -1.4635 -0.13
C 2.0162 -2.0106 -1.3934 -0.10
H -4.6596 -0.7451 -2.8905 0.09
H 3.3324 -3.0888 -2.7861 0.09
H -3.3221 -0.6854 -0.4653 0.10
H 2.2023 -2.3463 -0.3810 0.11
H -0.2238 0.2517 1.3692 -0.03
Te 1.5554 0.5198 1.7593 1.13
C 0.7199 0.2022 3.6916 -0.59
C -0.5074 0.7821 4.0561 -0.14
C -0.9842 0.5778 5.3576 -0.09
C -0.2274 -0.1650 6.2669 -0.10
C 0.9976 -0.7318 5.8945 -0.09
C 1.4839 -0.5621 4.5934 -0.16
H -1.0908 1.3674 3.3423 0.10
H -1.9497 0.9962 5.6451 0.10
H -0.6016 -0.3161 7.2759 0.10
H 1.5799 -1.3115 6.6079 0.10
H 2.4326 -1.0105 4.2880 0.09

=====

No. 4
52
Properties=species:S:1:pos:R:3:lowdin_charge:R:1 method="wB97M-V/def2-TZVPD" e_above_lowest_kcal_mol=0.0 spin_multiplicity=5 e_homo_ha="-0.07963 / -0.09749" total_charge=-1 energy_ha=-5574.77660
Fe 0.2974 -1.6005 -0.1027 0.51
S 4.6508 0.2966 0.9679 1.03
C 3.4025 -0.5801 0.1384 -0.46
N 2.1923 -0.4094 0.5623 0.01
C 2.1749 0.4615 1.6372 -0.30
C 1.0281 0.8173 2.3520 -0.02
C 1.1670 1.6990 3.4009 -0.08
C 2.4174 2.2179 3.7510 -0.10
C 3.5613 1.8577 3.0632 -0.11
C 3.4299 0.9692 2.0020 -0.48
H 3.6266 -1.2158 -0.7027 0.03
H 0.0869 0.3772 2.0347 0.07
H 0.2931 1.9969 3.9656 0.10
H 2.4905 2.9102 4.5801 0.10
H 4.5298 2.2498 3.3433 0.10
C -2.8272 1.5083 2.1228 -0.24
Ge -2.0515 1.2024 0.2859 0.62
C -3.6117 1.7312 -0.8772 -0.25
C -0.7927 2.7541 0.0946 -0.23
C -1.2825 -0.4927 0.0341 -0.45
H -3.4308 2.4164 2.1840 -0.01
H -2.0278 1.5833 2.8625 -0.02
H -3.4487 0.6562 2.4027 0.00
H -3.9822 2.7264 -0.6305 0.00
H -4.4264 1.0176 -0.7394 0.00
H -3.3454 1.7254 -1.9375 -0.02
H -1.2103 3.6213 0.6081 0.00
H -0.6240 3.0462 -0.9434 -0.01
H 0.1764 2.5303 0.5394 -0.02
H -2.0721 -1.2543 0.2009 -0.09
Cl -1.0849 -5.9479 2.0022 0.53
C 0.5128 -5.3522 1.4780 -0.50
C 0.4106 -3.9790 0.8195 -0.77
O -0.2787 -3.8368 -0.2067 -0.08
O 1.0778 -3.0426 1.3288 -0.08
H 0.8874 -6.0763 0.7572 0.07
H 1.1456 -5.3143 2.3584 0.06
C 1.4034 0.9378 -2.7818 -0.06
N 0.3744 0.0380 -3.2362 -0.15
C -1.0082 0.5122 -3.3252 -0.13
C -1.8291 -0.7814 -3.4039 -0.15
N -0.8125 -1.8286 -3.2945 0.02
C 0.3982 -1.2805 -3.0165 -0.83
S 1.6904 -2.1823 -2.4190 0.65
H 1.4463 1.8061 -3.4406 0.09
H 2.3568 0.4163 -2.7927 0.05
H 1.1808 1.2633 -1.7594 0.08
H -1.1334 1.1592 -4.1964 0.12
H -1.2445 1.0581 -2.4067 0.06
H -2.3687 -0.8734 -4.3481 0.11
H -2.4951 -0.8460 -2.5395 0.10
H -1.0211 -2.6693 -2.7770 0.12

=====

No. 5
18
Properties=species:S:1:pos:R:3:lowdin_charge:R:1 method="wB97M-V/def2-TZVPD" e_above_lowest_kcal_mol=71.9 spin_multiplicity=1 e_homo_ha=-0.09213 total_charge=-1 energy_ha=-703.76951
C -0.7707 0.2128 -0.4376 -0.24
C -1.2576 -0.2698 0.9326 -0.81
S -2.9493 -0.9728 0.9394 0.13
N 2.3267 0.2455 -0.9461 0.01
C 2.8706 -0.6928 -0.2591 -0.43
N 3.4316 -0.5435 1.0203 0.05
H -1.6230 0.6462 -0.9585 0.03
H -0.0598 1.0232 -0.3549 0.04
H -1.2845 0.5965 1.5993 0.02
H -0.5543 -0.9929 1.3812 0.02
H -0.3741 -0.5786 -1.0617 0.05
H 3.0519 -1.7174 -0.6615 0.11
H 1.5480 -0.0862 -0.1931 0.08
H 3.5337 0.4534 1.1611 0.08
H 4.3438 -1.0000 1.0772 0.08
H -4.1956 1.2562 -1.8558 0.01
H -3.9779 0.8124 -0.4088 -0.09
O -4.0593 1.6079 -0.9740 -0.14

=====

No. 6
61
Properties=species:S:1:pos:R:3:lowdin_charge:R:1 method="wB97M-V/def2-TZVPD" spin_multiplicity=1 e_homo_ha=-0.31329 energy_ha=-7376.06529
C 3.4030 0.2465 0.8728 -0.17
Si 2.5536 1.5778 -0.1811 0.60
C 3.5014 3.2371 -0.2026 -0.19
C 2.2980 1.0090 -2.0032 -0.18
C 0.8005 2.0096 0.4837 -0.28
O 0.1096 0.9063 1.0560 -0.20
C -0.5413 0.1407 0.0804 -0.26
C -1.8287 0.7934 -0.5240 -0.26
N -2.2574 2.0309 0.1558 0.02
H 3.9578 0.6645 1.7222 0.03
H 2.6849 -0.4552 1.3128 0.02
H 4.1290 -0.3108 0.2682 0.03
H 4.3567 3.2297 -0.8789 -0.02
H 2.7638 3.9925 -0.5088 0.03
H 3.8150 3.4999 0.8140 0.03
H 2.8754 1.6165 -2.7059 0.02
H 2.5013 -0.0638 -2.0971 0.02
H 1.2418 1.1450 -2.2731 0.01
H 0.2502 2.4775 -0.3499 0.07
H 0.9300 2.7627 1.2741 0.09
H 0.1144 -0.1533 -0.7539 0.09
H -0.8261 -0.7902 0.5704 0.06
H -2.6354 0.0587 -0.4157 0.08
H -1.6872 0.9129 -1.6122 0.05
H -1.9193 2.7944 -0.4154 0.01
H -3.2594 2.0786 0.0201 0.05
Cl -2.8725 -0.1360 -3.6758 0.55
C -1.9551 -1.6396 -3.8276 -0.97
Cl -1.7439 -2.4412 -2.2652 0.52
H -2.4918 -2.3114 -4.4883 0.03
H -0.9793 -1.4110 -4.2419 0.03
Cl -1.3174 5.6202 -1.0814 0.51
C -2.8940 5.6978 -0.2856 -1.03
Cl -4.1744 5.0452 -1.3151 0.50
H -2.8507 5.1156 0.6290 0.02
H -3.1202 6.7336 -0.0594 0.02
Cl -2.6271 -3.0663 0.5401 0.47
C -2.8042 -3.3035 2.2810 -0.99
Cl -2.7656 -1.7595 3.1409 0.55
H -3.7521 -3.7928 2.4754 0.03
H -1.9848 -3.9225 2.6324 -0.01
Cl -2.2107 -3.3160 7.4727 0.50
C -1.0322 -2.4587 6.4717 -1.03
Cl 0.2392 -3.5424 5.8933 0.49
H -1.5440 -2.0393 5.6142 -0.04
H -0.5789 -1.6705 7.0622 0.03
Cl 0.7049 -3.4698 0.7978 0.51
C 0.9918 -5.2124 0.7453 -1.00
Cl -0.4013 -6.1205 1.3481 0.52
H 1.1795 -5.5043 -0.2820 0.03
H 1.8529 -5.4439 1.3623 0.03
Cl -4.6227 -5.9101 -3.4567 0.50
C -4.4954 -5.3170 -1.7954 -1.05
Cl -4.2165 -6.6348 -0.6506 0.50
H -3.6649 -4.6225 -1.7355 -0.05
H -5.4198 -4.8155 -1.5317 0.03
Cl 5.2390 5.5510 -2.7238 0.51
C 6.9435 5.3581 -2.2992 -1.02
Cl 7.3170 3.6921 -1.8404 0.50
H 7.5494 5.6276 -3.1568 0.02
H 7.1702 6.0096 -1.4628 0.02